# 1
Computed, not measured: a structure of composition C26H21I2N9O4S3Sm at a distorted geometry, with wB97M-V/def2-TZVPD.

Atoms and positions in Å:
Sm1 0.17127 0.10023 -0.20155
C1 -2.12388 -4.02664 3.10972
C2 -0.71724 -3.59426 2.93939
N1 0.32101 -4.10127 3.51077
N2 1.37101 -3.36843 3.02938
C3 1.02556 -2.41367 2.17403
S1 2.03873 -1.32198 1.37925
N3 -0.32569 -2.54750 2.10947
N4 -1.14572 -1.74700 1.31501
H1 -2.15391 -4.85302 3.81393
H2 -2.54746 -4.35981 2.16088
H3 -2.74125 -3.21507 3.49865
H4 2.31093 -3.58383 3.32184
H5 -1.56053 -2.31765 0.58288
H6 -1.88000 -1.35227 1.89386
I1 0.30972 -3.33958 -3.96075
C4 -1.09496 -1.82522 -3.70476
C5 -2.01926 -1.54073 -4.72705
C6 -2.95301 -0.55557 -4.57445
I2 -4.33412 -0.24353 -6.10915
C7 -2.97150 0.22418 -3.39142
C8 -3.85897 1.29624 -3.15026
C9 -3.78796 2.01252 -1.98712
C10 -2.81252 1.67554 -1.04468
N5 -1.95677 0.68564 -1.22116
C11 -2.02860 -0.06448 -2.37619
C12 -1.09544 -1.13674 -2.51180
O1 -0.28044 -1.43422 -1.49277
H7 -1.98880 -2.12091 -5.63956
H8 -4.59436 1.54611 -3.90510
H9 -4.45963 2.83656 -1.79262
H10 -2.71724 2.23171 -0.11881
S2 -0.32419 1.76433 1.90898
C13 1.14075 2.64916 1.62967
N6 1.07828 3.77958 0.88230
C14 2.12987 4.57859 0.60632
C15 3.35902 4.27722 1.12051
C16 3.47591 3.15068 1.93698
C17 2.38561 2.34092 2.18367
H11 0.15801 4.05183 0.55816
H12 1.93677 5.43981 -0.02094
H13 4.20566 4.91101 0.89847
H14 4.43205 2.91278 2.38742
H15 2.45718 1.47516 2.82490
O2 2.14988 7.18563 -4.83022
S3 3.36844 7.82538 -4.37119
O3 3.25911 8.47637 -3.07455
O4 4.12449 8.52466 -5.37659
C18 4.41097 6.40588 -3.89129
N7 5.74920 6.45452 -3.95062
C19 6.40818 5.41195 -3.46291
C20 5.77167 4.26362 -2.99791
C21 4.39156 4.30964 -2.99791
N8 3.72285 5.38430 -3.38058
C22 3.48727 3.24819 -2.50946
C23 2.13436 3.34885 -2.84751
C24 1.23584 2.47881 -2.28797
N9 1.59912 1.48650 -1.45469
C25 2.90994 1.34557 -1.19506
C26 3.87432 2.19340 -1.68766
H16 7.48923 5.49735 -3.43596
H17 6.33826 3.38805 -2.70414
H18 1.81977 4.13949 -3.51974
H19 0.17678 2.54954 -2.51381
H20 3.19341 0.50392 -0.56914
H21 4.90901 2.04627 -1.40594

Properties
Energy above the lowest of the compared OMol25 structures with the same formula, charge and spin   0.0 kcal per mole
Max |F|   0.0289 hartree/bohr
⟨S²⟩   8.7594
HOMO (spin up / spin down)   -9.1 / -9.1 eV
Spin multiplicity   6
LUMO energy (spin up / spin down)   -4.2 / -4.1 eV
DFT total energy   -115510.4369 eV
Charge   +1
Gap between HOMO and LUMO (spin up / spin down)   4.95 / 4.98 eV

Atomic partial charges in e from the Löwdin method, atoms 1 to 4: 1.332 0.015 -0.303 0.159


# 2
Computed, not measured: the ion C11H18BrN2 with charge -1 at a distorted geometry, with wB97M-V/def2-TZVPD.

Atoms and positions in Å:
C1 3.95977 1.64531 0.74267
C2 2.72393 0.62310 0.67529
Br1 1.06443 1.78026 0.74558
C3 2.66912 -0.22654 -0.74445
N1 1.29468 -0.05939 -1.29481
C4 0.57862 -1.37851 -1.28284
C5 0.26234 -1.94412 0.19536
C6 -1.29756 -2.08580 0.55642
C7 -1.93390 -0.76364 1.25116
N2 -2.43159 0.24993 0.28365
C8 -2.85674 1.54730 0.80172
C9 -3.29797 2.46055 -0.38084
C10 -3.11521 1.59110 -1.66568
C11 -2.58827 0.23397 -1.14941
H1 3.72821 2.55403 0.08060
H2 4.91855 1.12529 0.40412
H3 4.01712 2.03715 1.82659
H4 2.69564 -0.15822 1.50757
H5 2.88314 -1.34685 -0.56722
H6 3.49881 0.16923 -1.43464
H7 1.31908 -2.13169 -1.78100
H8 -0.32654 -1.30872 -1.97695
H9 0.79965 -1.33275 1.01526
H10 0.72091 -3.00930 0.25524
H11 -1.36636 -2.90937 1.37191
H12 -1.94591 -2.48419 -0.31449
H13 -2.74592 -1.07121 2.01705
H14 -1.08280 -0.30796 1.89249
H15 -2.84581 1.79747 1.92166
H16 -3.66120 3.54196 -0.34931
H17 -3.27877 1.80576 -2.76871
H18 -2.35945 -0.64414 -1.83400

Properties
Max |F|   0.1031 hartree/bohr
HOMO   -1.6 eV
LUMO energy   3.5 eV
DFT total energy   -84716.1365 eV
Charge   -1
Gap between HOMO and LUMO   5.09 eV

Atomic partial charges in e from the Löwdin method, atoms 1 to 4: -0.220 -0.659 0.551 -0.389


# 3
Computed, not measured: the molecule C4H4BrP at a distorted geometry, with wB97M-V/def2-TZVPD.

Atoms and positions in Å:
C1 -1.11662 0.76656 -0.19482
C2 -0.15951 1.57257 -0.03437
C3 -1.02021 -0.67594 -0.11751
C4 1.80113 -0.17187 0.37440
P1 0.60878 -1.33291 -0.22239
Br1 3.54322 0.09134 -0.05343
H1 -2.09597 1.19336 -0.06952
H2 0.13807 2.58227 0.01042
H3 -1.81602 -1.39550 -0.09615
H4 0.11715 -2.62988 0.40339

Properties
Energy above the lowest of the compared OMol25 structures with the same formula, charge and spin   148.3 kcal per mole
Max |F|   0.0889 hartree/bohr
HOMO (spin up / spin down)   -7.3 / -7.3 eV
LUMO energy (spin up / spin down)   -1.0 / -1.1 eV
DFT total energy   -83535.8311 eV
Gap between HOMO and LUMO (spin up / spin down)   6.30 / 6.21 eV

Atomic partial charges in e from the Löwdin method, atoms 1 to 4: -0.350 0.122 -0.381 -0.932


# 4
Computed, not measured: a structure of composition C19H22N6OY, with wB97M-V/def2-TZVPD.

Atoms and positions in Å:
Y1 -0.02245 0.21138 0.50151
N1 -0.09198 -2.20486 0.81266
C1 0.39630 -2.54683 -0.50510
C2 -0.47255 -3.15394 -1.40848
C3 -0.03724 -3.46382 -2.68480
C4 1.26884 -3.16787 -3.05573
C5 2.11881 -2.54946 -2.15642
C6 1.70678 -2.20842 -0.86629
C7 2.63412 -1.48860 0.06260
C8 3.88478 -2.04180 0.33982
C9 4.77840 -1.35741 1.14784
C10 4.42931 -0.11567 1.66868
C11 3.18465 0.42621 1.38274
C12 2.24789 -0.23925 0.57731
H1 -0.89629 -2.76668 1.06983
H2 0.62754 -2.34917 1.52084
H3 -1.47717 -3.41771 -1.09588
H4 -0.70860 -3.95102 -3.37858
H5 1.62126 -3.41853 -4.04686
H6 3.13248 -2.30706 -2.45009
H7 4.15074 -3.00974 -0.06961
H8 5.74465 -1.78891 1.37272
H9 5.12537 0.42340 2.29844
H10 2.94317 1.39619 1.80955
C13 -2.68112 3.14246 0.11274
C14 -2.71691 2.28768 -1.14702
C15 -2.70894 3.14723 -2.40494
C16 -3.91984 1.35566 -1.13056
N2 -1.52379 1.36496 -1.14349
N3 -0.21700 2.00169 -1.18160
H11 -3.59854 3.72855 0.16091
H12 -1.85881 3.86210 0.11945
H13 -2.61579 2.53508 1.01636
H14 -3.58910 3.78877 -2.42540
H15 -2.73086 2.52865 -3.30557
H16 -1.83592 3.80083 -2.44869
H17 -4.83855 1.93985 -1.15579
H18 -3.93183 0.74173 -0.22917
H19 -3.92291 0.69942 -2.00452
H20 -1.59678 0.81863 -2.00128
H21 -0.28591 2.89993 -0.70811
H22 0.09514 2.19394 -2.12890
O1 -0.47683 1.46518 2.20863
N4 -0.19910 0.30660 2.78541
C17 -0.21208 0.20264 4.06377
C18 0.09126 -1.09354 4.60064
N5 0.30016 -2.15009 4.99711
C19 -0.52813 1.31429 4.91564
N6 -0.78668 2.20734 5.58765

Properties
Max |F|   0.0077 hartree/bohr
HOMO   -11.5 eV
LUMO energy   -3.6 eV
DFT total energy   -32084.7727 eV
Charge   +1
Gap between HOMO and LUMO   7.95 eV

Atomic partial charges in e from the Löwdin method, atoms 1 to 4: 1.550 0.017 -0.293 -0.039


- The highest max |F| belongs to which entry?
  C11H18BrN2


- What is the DFT total energy in the second record?
  -84716.1365 eV


- Number 3 is which compound?
  C4H4BrP